No. 1
The following is a quantum chemistry calculation of a structure of composition C23H45Cl3EuN2O3PSi at a distorted geometry, from OMol25.

The geometry in XYZ format:
```
79
Properties=species:S:1:pos:R:3:forces:R:3:lowdin_charge:R:1
C 3.68462 0.41200 -2.47769 0.0 0.1 -0.2 -0.047
C 4.06658 0.59361 -1.03616 0.7 0.2 0.7 -0.236
H 4.28299 1.04559 -3.14076 -0.2 -0.1 0.0 0.057
H 2.61637 0.64070 -2.62955 0.4 -0.1 0.1 0.034
H 3.83898 -0.63090 -2.80104 -0.1 0.2 0.2 0.089
C 5.07394 1.35765 -0.58766 -0.1 -0.4 -0.6 -0.131
C 6.01177 2.15314 -1.44786 0.3 0.3 0.1 -0.117
H 5.29950 1.39012 0.47958 -0.2 -0.1 -0.2 0.098
H 5.73058 2.17981 -2.50976 0.1 0.0 0.4 0.054
H 7.04275 1.76262 -1.37786 -0.3 0.1 -0.1 0.068
H 6.04982 3.18589 -1.06677 0.1 -0.1 -0.2 0.061
Eu -0.20578 0.29626 -0.88521 1.2 0.0 1.0 1.017
Cl 0.12327 -2.28594 -0.39146 -0.1 -1.1 0.1 -0.277
Cl -0.20545 1.07796 -3.35213 -0.1 0.5 -1.2 -0.190
H -5.71647 -1.48967 0.79739 0.2 0.1 -0.1 0.090
H -5.39656 -3.11289 -1.22431 0.1 0.1 0.0 0.087
C -5.20334 -0.73177 0.19109 0.1 0.0 -0.1 -0.033
C -4.87863 -2.29100 -1.73216 0.1 0.1 0.2 -0.044
N -4.29379 -1.36604 -0.76090 -1.0 -0.3 -0.1 -0.176
H -4.61055 -0.07490 0.83116 -0.2 -0.1 -0.1 0.084
C -3.01278 -1.02690 -0.81941 2.0 2.0 1.2 -0.329
O -2.46502 -0.11549 -0.12342 -2.3 -2.1 -1.1 -0.200
H -4.09524 -2.71263 -2.36810 -0.1 0.1 0.2 0.091
H -2.38280 -1.59847 -1.52497 -0.4 0.0 0.1 0.093
H -5.97954 -0.15450 -0.33072 0.3 0.0 0.0 0.090
H -5.61380 -1.77914 -2.36896 0.2 0.0 0.1 0.088
H 2.15104 2.96619 -1.56766 -0.3 0.1 0.1 0.088
H 3.38234 3.58565 0.73002 -0.2 0.1 0.0 0.085
C 1.32105 3.59493 -1.20571 0.3 -0.2 -0.2 -0.050
C 2.49116 4.21201 0.89056 -0.1 -0.2 -0.1 -0.049
N 1.32882 3.61077 0.25016 0.1 0.4 0.2 -0.177
H 0.37736 3.19720 -1.60361 0.4 0.2 0.3 0.034
C 0.42639 2.95290 0.96713 -1.5 -1.6 -0.8 -0.307
O -0.49633 2.24025 0.47626 1.4 2.2 1.3 -0.198
H 2.31025 4.30249 1.96702 0.0 0.0 -0.2 0.084
H 0.53391 3.06894 2.06438 0.0 -0.1 -0.4 0.141
H 1.46832 4.62168 -1.56557 -0.1 -0.2 0.0 0.088
H 2.67254 5.20642 0.46979 0.0 -0.1 0.1 0.084
O 1.95533 0.60262 -0.04661 -0.3 0.6 0.1 -0.404
C 3.12687 -0.10474 -0.06529 -0.9 -0.1 -0.1 -0.463
C 3.51459 0.60631 2.36083 0.4 -0.1 0.4 -0.048
C 3.66273 -0.34446 1.34897 0.1 0.1 -0.7 -0.178
H 2.97860 1.54091 2.17002 0.1 -0.4 -0.1 0.099
C 4.10857 0.37446 3.60952 0.0 -0.2 -0.2 -0.108
H 2.93725 -1.10121 -0.50939 0.2 -0.2 0.2 0.105
C 4.34444 -1.53178 1.59484 0.4 0.2 0.5 -0.037
H 4.04126 1.12798 4.39438 -0.1 -0.2 -0.1 0.090
C 4.81685 -0.81236 3.85082 0.0 0.1 0.1 -0.126
C 4.93791 -1.76453 2.83907 -0.2 0.1 -0.2 -0.101
H 4.45242 -2.24480 0.77736 -0.1 0.1 0.2 0.117
H 5.27419 -0.99825 4.83083 -0.2 0.1 -0.4 0.091
H 5.49322 -2.68772 3.00376 -0.1 0.2 0.1 0.092
Si -2.03511 1.14209 -6.76731 0.1 -0.2 0.4 0.106
Cl -0.00480 1.64117 -6.91684 -0.3 0.0 -0.5 0.256
C -2.82944 2.63102 -5.93855 0.1 -0.2 0.1 -0.229
C -1.96088 -0.49647 -5.84723 -0.1 0.2 0.1 -0.255
C -2.92885 0.87736 -8.40384 0.2 0.1 -0.3 -0.225
H -2.24442 2.90963 -5.05177 -0.2 -0.1 -0.2 0.009
H -3.85876 2.40533 -5.62716 0.2 0.1 -0.1 0.027
H -2.85169 3.48299 -6.63663 0.0 -0.3 0.2 0.027
H -2.98312 1.79056 -9.00806 0.1 -0.1 0.1 0.022
H -3.96286 0.55863 -8.21028 0.2 0.1 0.1 0.029
H -2.46257 0.09317 -9.01034 0.0 0.1 0.1 0.023
H -1.34090 -0.35155 -4.94905 -0.2 0.0 -0.3 -0.083
H -1.47144 -1.26020 -6.47279 -0.2 0.2 0.1 0.031
H -2.95127 -0.85249 -5.53069 0.1 0.0 -0.2 0.022
C -0.60758 -0.02980 4.64590 -0.1 0.1 0.2 -0.345
P -0.33135 -0.61959 2.92672 0.2 -0.1 -0.2 0.792
C 0.97683 -1.86091 3.31086 0.1 0.1 -0.3 -0.312
C -1.80269 -1.72311 2.80549 -0.1 0.1 0.0 -0.335
H 0.25375 0.57267 4.95776 -0.2 -0.1 0.0 0.022
H -0.73536 -0.87767 5.33252 0.0 0.2 0.0 0.027
H -1.50750 0.59665 4.67268 0.2 -0.1 0.1 0.025
H 0.62731 -2.59104 4.05013 0.0 0.0 -0.1 0.033
H 1.23825 -2.35810 2.36504 0.0 0.1 0.3 0.004
H 1.86752 -1.34574 3.70293 -0.2 -0.2 -0.2 0.017
H -1.92693 -2.31679 3.72145 0.0 0.0 -0.2 0.029
H -2.68791 -1.08759 2.64974 0.2 -0.2 0.0 0.019
H -1.67917 -2.37497 1.93291 0.0 0.1 0.1 -0.004
```
Positions in Å, forces in eV/Å.

As for the LUMO energy (spin up / spin down): 2.343 / 2.341 eV. As for the spin multiplicity: 8. The value obtained for the total energy is -3960.661527 a.u. The molar mass comes out at 715.0 g mol⁻¹. As for the expectation value of S²: 15.759. The net charge is -1. For the gap between HOMO and LUMO (spin up / spin down), the calculation gives 0.176 / 0.257 Ha. The HOMO energy (spin up / spin down) comes out at -2.433 / -4.663 eV.

No. 2
The following is a quantum chemistry calculation of a structure of composition C23H45N2OOsP2 at a distorted geometry, from OMol25.

The geometry in XYZ format:
```
74
Properties=species:S:1:pos:R:3:forces:R:3:lowdin_charge:R:1
Os 0.05206 -0.07202 -0.68880 -4.9 0.4 0.2 1.128
P -0.00254 -2.29752 -1.07740 -0.3 -4.6 -1.6 0.883
P -0.00254 2.18158 -0.84740 -0.4 4.5 -0.9 0.888
N 0.20296 0.03438 -2.76110 2.9 0.1 0.1 -0.153
C 0.05996 -2.39082 -2.93340 -0.2 0.2 0.2 -0.259
H 0.52486 -3.32182 -3.30260 -0.2 0.5 0.2 0.112
H -0.98374 -2.35342 -3.29460 0.4 -0.1 0.1 0.104
C 0.79706 -1.13002 -3.39300 -0.5 -1.2 -1.3 -0.263
H 1.89236 -1.24392 -3.17670 -0.7 0.6 0.1 0.155
H 0.72116 -1.04712 -4.50160 0.1 0.1 0.6 0.154
C 0.79706 1.25728 -3.27050 -0.6 1.3 -1.2 -0.263
H 0.72116 1.28828 -4.38170 0.1 -0.2 0.6 0.154
H 1.89236 1.34838 -3.04370 -0.7 -0.6 0.1 0.155
C 0.05996 2.46438 -2.68410 -0.2 -0.2 0.2 -0.262
H -0.98374 2.46418 -3.04720 0.4 0.1 0.1 0.106
H 0.52486 3.42828 -2.95600 -0.2 -0.5 0.2 0.111
C 1.50066 3.10048 -0.19890 0.2 -0.5 -0.1 -0.499
C 1.82896 2.74758 1.26190 0.0 0.3 0.2 -0.095
H 2.82686 3.14408 1.52250 -0.4 -0.2 -0.1 0.114
H 1.83916 1.65988 1.42850 0.1 0.3 -0.1 0.022
H 1.09896 3.19128 1.95930 0.3 -0.1 -0.2 0.080
C -1.57864 3.05208 -0.29540 -0.2 -0.6 -0.1 -0.511
C -1.70004 3.10948 1.23670 0.0 0.3 0.1 -0.093
H -2.72814 3.39708 1.52270 0.4 -0.1 -0.1 0.109
H -1.01684 3.86678 1.65900 -0.3 -0.3 -0.1 0.089
H -1.47004 2.13998 1.70740 -0.1 0.4 -0.2 0.022
C -1.57864 -3.22002 -0.61740 -0.3 0.6 0.0 -0.513
C -1.70004 -3.43402 0.90070 0.1 -0.3 0.0 -0.092
H -2.72814 -3.74942 1.15580 0.5 0.2 -0.1 0.110
H -1.47004 -2.51772 1.46820 -0.3 -0.6 0.0 0.040
H -1.01684 -4.23052 1.24330 -0.3 0.3 -0.1 0.088
C 1.50066 -3.27792 -0.52640 0.2 0.5 -0.1 -0.502
C 1.82896 -3.07652 0.96290 -0.1 -0.3 0.1 -0.095
H 2.82686 -3.49772 1.18150 -0.4 0.3 0.0 0.114
H 1.09896 -3.58942 1.61120 0.3 0.1 -0.2 0.082
H 1.83916 -2.01172 1.24000 0.2 -0.2 -0.1 0.024
C 1.80776 -0.07812 -0.57030 8.5 0.1 0.5 -0.533
O 2.98186 -0.07972 -0.53790 -2.7 0.0 -0.1 0.123
C -1.86694 4.41718 -0.94240 0.2 0.2 -0.1 -0.076
H -1.18994 5.20008 -0.56550 -0.3 -0.3 -0.2 0.078
H -1.77754 4.38588 -2.04110 -0.1 0.0 0.5 0.082
H -2.90034 4.72778 -0.70020 0.5 -0.2 -0.1 0.108
C -1.86704 -4.51162 -1.40080 0.2 -0.2 -0.2 -0.074
H -2.90034 -4.84542 -1.19170 0.5 0.2 -0.1 0.109
H -1.77754 -4.36812 -2.49050 -0.1 -0.1 0.4 0.082
H -1.18994 -5.32902 -1.10600 -0.3 0.3 -0.1 0.079
C 1.50506 -4.76682 -0.90550 -0.2 -0.2 0.0 -0.075
H 2.51566 -5.18652 -0.75060 -0.4 0.3 -0.1 0.109
H 0.80956 -5.34252 -0.27120 0.3 0.2 -0.2 0.084
H 1.23046 -4.93632 -1.96050 0.1 0.0 0.4 0.082
C 1.50506 4.62018 -0.42360 -0.2 0.2 0.0 -0.075
H 0.80956 5.12798 0.26630 0.3 -0.2 -0.3 0.083
H 2.51576 5.02188 -0.22640 -0.4 -0.3 -0.1 0.109
H 1.23046 4.89698 -1.45560 0.1 -0.1 0.4 0.083
H 2.29136 2.65328 -0.83390 -0.2 0.2 0.2 0.109
H 2.29136 -2.76812 -1.11220 -0.2 -0.2 0.2 0.109
H -2.33924 2.33758 -0.66800 0.2 0.2 0.1 0.089
H -2.33924 -2.47112 -0.91490 0.2 -0.3 0.1 0.072
H -2.80674 -0.30912 -1.88220 -0.3 0.4 1.7 0.071
H -2.88994 -0.13082 -1.10330 0.1 -0.4 -1.8 0.033
N -0.76344 -0.29132 1.20400 0.4 0.9 2.0 -0.091
C -0.38724 0.16348 2.52440 -0.5 1.1 2.1 -0.237
C 0.94086 0.12188 3.00950 -1.6 -0.4 -2.3 0.064
C 1.24246 0.48838 4.32450 -0.6 0.7 2.1 0.082
C 0.22616 0.87488 5.19610 0.1 0.0 0.1 0.030
C -1.09714 0.87858 4.76040 1.3 0.4 1.7 0.083
C -1.40314 0.51268 3.44750 0.6 -0.7 -2.5 0.085
H -0.24684 -1.14802 1.32710 -0.8 -1.7 -0.7 0.037
H -1.78434 -0.34632 1.07410 0.6 -0.5 0.5 0.119
H 1.75246 -0.20552 2.38380 0.1 -0.2 -0.3 0.113
H 2.26736 0.45938 4.67130 0.1 0.0 -0.1 0.157
H 0.46166 1.15208 6.21560 0.0 0.0 0.0 0.145
H -1.89024 1.15558 5.44290 -0.1 0.0 0.0 0.156
H -2.44284 0.50478 3.14280 -0.1 -0.1 -0.1 0.152
```
Positions in Å, forces in eV/Å.

As for the LUMO energy (spin up / spin down): -9.632 / -14.014 eV. As for the spin multiplicity: 5. The value obtained for the total energy is -1860.332146 a.u. The molar mass comes out at 617.8 g mol⁻¹. As for the expectation value of S²: 6.034. The net charge is +3. For the gap between HOMO and LUMO (spin up / spin down), the calculation gives 0.223 / 0.162 Ha. The HOMO energy (spin up / spin down) comes out at -15.701 / -18.418 eV.